# 1
# FH2OP

A single FH2OP molecule at a distorted geometry (ωB97M-V/def2-TZVPD, the Open Molecules 2025 dataset).

Last columns: bonded neighbours and bond lengths (Å).
CARTESIAN COORDINATES (ANGSTROEM)
1 O 0.09 -1.08 0.66  P2 1.766, H4 1.014
2 P 0.48 0.21 -0.49  O1 1.766, F3 1.772, H5 1.461
3 F -1.07 1.04 -0.75  P2 1.772
4 H -0.86 -1.36 0.45  O1 1.014
5 H 1.36 1.20 0.13  P2 1.461

Values from the calculation:
- total charge = 0
- SMILES = OPF
- E_LUMO (Eh) = 0.0225
- M (g/mol) = 67.99
- calculated total energy (hartree) = -517.64576
- ΔE to the lowest compared entry with this formula, charge and spin (eV) = 0.985

---

# 2
# FH2P

2 unconnected molecules or ions with the total composition FH2P at a distorted geometry (ωB97M-V/def2-TZVPD, the Open Molecules 2025 dataset).

Last columns: bonded neighbours and bond lengths (Å).
CARTESIAN COORDINATES (ANGSTROEM)
1 F 1.25 -1.61 -1.55  P2 1.554
2 P -0.17 -1.28 -1.00  F1 1.554, H3 1.442
3 H -0.50 -0.24 -1.94  P2 1.442
4 H -0.50 -0.08 1.88  no bonds

Values from the calculation:
- total charge = 0
- E_LUMO (spin up / spin down) (Eh) = -0.0333 / -0.0016
- M (g/mol) = 51.99
- calculated total energy (hartree) = -442.27686
- ΔE to the lowest compared entry with this formula, charge and spin (eV) = 3.481

---

# 3
# FH3N2

A single FH3N2 molecule at a distorted geometry (ωB97M-V/def2-TZVPD, the Open Molecules 2025 dataset).

Last columns: bonded neighbours and bond lengths (Å).
CARTESIAN COORDINATES (ANGSTROEM)
1 N -0.88 0.11 0.33  N2 1.709, H4 1.009, H5 1.013
2 N 0.62 -0.69 0.13  N1 1.709, F3 1.406, H6 1.024
3 F 1.49 0.39 -0.07  N2 1.406
4 H -0.68 0.83 1.00  N1 1.009
5 H -1.11 0.47 -0.59  N1 1.013
6 H 0.56 -1.11 -0.80  N2 1.024

Values from the calculation:
- total charge = 0
- SMILES = NNF
- E_LUMO (Eh) = 0.0447
- M (g/mol) = 50.04
- calculated total energy (hartree) = -211.04093
- ΔE to the lowest compared entry with this formula, charge and spin (eV) = 0.874

---

# 4
# FH3N2O

2 unconnected molecules or ions with the total composition FH3N2O at a distorted geometry (ωB97M-V/def2-TZVPD, the Open Molecules 2025 dataset).

Last columns: bonded neighbours and bond lengths (Å).
CARTESIAN COORDINATES (ANGSTROEM)
1 N -1.32 -0.16 -0.07  N2 1.192, H5 1.055, H6 1.049
2 N -0.58 0.77 -0.11  N1 1.192
3 O 2.11 0.58 0.07  F4 1.395, H7 1.007
4 F 2.01 -0.81 0.13  O3 1.395
5 H -1.09 -1.06 0.43  N1 1.055
6 H -2.26 -0.16 -0.52  N1 1.049
7 H 1.13 0.83 0.07  O3 1.007

Values from the calculation:
- total charge = 0
- E_LUMO (Eh) = 0.0161
- M (g/mol) = 66.03
- calculated total energy (hartree) = -286.19991
- ΔE to the lowest compared entry with this formula, charge and spin (eV) = 3.326

---

# 5
# FH3N2O2S

2 unconnected molecules or ions with the total composition FH3N2O2S at a distorted geometry (ωB97M-V/def2-TZVPD, the Open Molecules 2025 dataset).

Last columns: bonded neighbours and bond lengths (Å).
CARTESIAN COORDINATES (ANGSTROEM)
1 N -1.36 0.54 0.23  S6 1.644, H7 1.005, H8 1.005
2 N 0.82 -0.83 0.45  F5 1.359, S6 1.727
3 O 0.84 1.66 0.51  S6 1.419
4 O 0.25 0.60 -1.66  S6 1.422
5 F 2.17 -0.76 0.30  N2 1.359
6 S 0.21 0.63 -0.24  N1 1.644, N2 1.727, O3 1.419, O4 1.422
7 H -1.48 0.50 1.23  N1 1.005
8 H -1.90 -0.16 -0.26  N1 1.005
9 H 0.46 -2.18 -0.56  no bonds

Values from the calculation:
- total charge = 0
- E_LUMO (spin up / spin down) (Eh) = -0.0590 / -0.0591
- M (g/mol) = 114.10
- calculated total energy (hartree) = -759.63844
- ΔE to the lowest compared entry with this formula, charge and spin (eV) = 4.338

---

# 6
# FH3N2O2S

2 unconnected molecules or ions with the total composition FH3N2O2S at a distorted geometry (ωB97M-V/def2-TZVPD, the Open Molecules 2025 dataset).

Last columns: bonded neighbours and bond lengths (Å).
CARTESIAN COORDINATES (ANGSTROEM)
1 N -0.97 -1.07 0.34  S6 1.653, H7 0.936, H8 0.979
2 N 0.94 0.19 -1.04  F5 1.384, S6 1.709
3 O 0.55 0.43 1.60  S6 1.449
4 O -1.00 1.31 -0.18  S6 1.403
5 F 2.19 -0.37 -0.86  N2 1.384
6 S -0.11 0.34 0.31  N1 1.653, N2 1.709, O3 1.449, O4 1.403
7 H -1.27 -1.18 1.22  N1 0.936
8 H -1.46 -1.20 -0.49  N1 0.979
9 H 1.13 1.56 -0.90  no bonds

Values from the calculation:
- total charge = 0
- E_LUMO (Eh) = 0.0031
- M (g/mol) = 114.10
- calculated total energy (hartree) = -759.68209
- ΔE to the lowest compared entry with this formula, charge and spin (eV) = 3.150

---

# 7
# FH3NOP

2 unconnected molecules or ions with the total composition FH3NOP at a distorted geometry (ωB97M-V/def2-TZVPD, the Open Molecules 2025 dataset).

Last columns: bonded neighbours and bond lengths (Å).
CARTESIAN COORDINATES (ANGSTROEM)
1 N -1.34 -0.28 0.44  H5 1.016, H6 1.014
2 O 1.13 0.58 -1.28  P4 1.582, H7 0.964
3 F 1.56 0.40 1.10  P4 1.617
4 P 1.07 -0.51 -0.14  O2 1.582, F3 1.617
5 H -1.78 -0.79 -0.32  N1 1.016
6 H -1.41 -0.84 1.27  N1 1.014
7 H 0.76 1.44 -1.08  O2 0.964

Values from the calculation:
- total charge = 0
- E_LUMO (Eh) = 0.0008
- M (g/mol) = 83.00
- calculated total energy (hartree) = -573.00220
- ΔE to the lowest compared entry with this formula, charge and spin (eV) = 1.987

---

# 8
# FH3OSi

2 unconnected molecules or ions with the total composition FH3OSi at a distorted geometry (ωB97M-V/def2-TZVPD, the Open Molecules 2025 dataset).

Last columns: bonded neighbours and bond lengths (Å).
CARTESIAN COORDINATES (ANGSTROEM)
1 O 0.94 -0.96 1.20  H4 0.980, H5 1.037
2 F -0.23 0.41 -1.53  Si3 1.600
3 Si -1.54 1.30 -1.34  F2 1.600, H6 1.432
4 H 0.90 -0.30 0.48  O1 0.980
5 H 1.95 -1.20 1.31  O1 1.037
6 H -2.02 0.75 -0.11  Si3 1.432

Values from the calculation:
- total charge = 0
- E_LUMO (Eh) = -0.0270
- M (g/mol) = 66.11
- calculated total energy (hartree) = -466.37261
- ΔE to the lowest compared entry with this formula, charge and spin (eV) = 3.207